(1)
# AgCl2H8O4

AgCl2H8O4 as an isolated structure (ωB97M-V/def2-TZVPD, the Open Molecules 2025 dataset).

Last column: Mulliken charge in e.
Element x y z (Å)
Ag 1.15 19.54 0.89  0.52
Cl -0.70 19.56 2.89  -0.13
Cl 3.16 19.13 -0.90  -0.16
O -0.03 17.88 -0.17  -0.39
H -0.85 17.51 0.16  0.28
H 0.03 17.58 -1.07  0.30
O 2.20 21.47 1.35  -0.45
H 1.71 22.28 1.21  0.31
H 3.10 21.69 1.12  0.31
O -0.27 20.79 -0.16  -0.38
H -0.86 21.48 0.14  0.29
H -0.68 20.47 -0.97  0.29
O 2.48 18.27 2.21  -0.39
H 2.45 18.15 3.16  0.30
H 3.27 17.79 1.95  0.31

The calculation puts the orbital gap (spin up / spin down) at 0.4238 / 0.1049 hartree. For the largest force on an atom, the calculation gives 1.485 eV Å⁻¹. As for the charge: +1. As for the spin multiplicity: 3. As for the expectation value of S²: 2.01.



(2)
# C18H19N3O4

One molecule with the formula C18H19N3O4 (ωB97M-V/def2-TZVPD, the Open Molecules 2025 dataset).

Last column: Mulliken charge in e.
Element x y z (Å)
O -6.11 -2.99 -0.25  -0.56
C -5.22 -2.19 -0.33  0.36
O -4.06 -2.35 0.35  -0.41
H -4.08 -3.17 0.85  0.30
C -5.25 -0.93 -1.15  -0.41
C -6.02 0.17 -0.40  -0.71
H -6.12 1.04 -1.06  0.40
H -7.02 -0.20 -0.16  0.39
C -5.33 0.63 0.90  -0.78
C -4.02 1.34 0.60  0.56
O -3.98 2.53 0.37  -0.64
N -2.95 0.51 0.61  -0.03
C -1.61 0.80 0.35  0.94
C -1.13 2.10 0.16  -0.47
C 0.21 2.31 -0.08  -0.81
C 1.10 1.24 -0.14  0.58
C 0.63 -0.05 0.07  -1.06
C -0.71 -0.27 0.31  -0.66
H -1.07 -1.27 0.48  0.35
H 1.31 -0.89 0.07  0.37
C 2.54 1.55 -0.39  0.52
O 3.07 2.57 0.00  -0.65
N 3.21 0.61 -1.10  -0.14
H 2.74 -0.24 -1.38  0.23
C 4.63 0.70 -1.36  -1.17
C 5.41 -0.23 -0.46  0.73
C 5.42 -0.03 0.92  -0.24
C 6.11 -0.92 1.72  -0.51
C 6.76 -1.98 1.11  -0.23
N 6.75 -2.18 -0.19  -0.61
C 6.09 -1.33 -0.95  -0.34
H 6.12 -1.54 -2.02  0.32
H 7.31 -2.71 1.69  0.35
H 6.14 -0.79 2.79  0.38
H 4.90 0.82 1.34  0.48
H 4.91 1.74 -1.14  0.34
H 4.83 0.48 -2.41  0.45
H 0.59 3.31 -0.21  0.44
H -1.82 2.93 0.20  0.54
H -3.13 -0.48 0.76  0.01
H -5.17 -0.22 1.57  0.34
H -5.99 1.34 1.40  0.37
H -4.23 -0.60 -1.37  0.33
H -5.77 -1.14 -2.08  0.34

The calculation puts the orbital gap at 0.3316 hartree. For the largest force on an atom, the calculation gives 0.722 eV Å⁻¹. As for the energy relative to the best compared isomer or geometry (same formula, charge and spin): 96.47 kJ/mol. As for the structure (SMILES): O=C(O)CCCC(=O)Nc1ccc(C(=O)NCc2cccnc2)cc1.



(3)
# C26H34N6O4

One molecule with the formula C26H34N6O4 (ωB97M-V/def2-TZVPD, the Open Molecules 2025 dataset).

Last column: Mulliken charge in e.
Element x y z (Å)
C 0.67 5.42 -1.30  -1.61
C 0.00 4.09 -1.16  1.22
C -1.36 3.99 -0.91  -1.23
C -1.98 2.75 -0.80  -0.43
C -1.25 1.59 -0.95  -0.14
C 0.11 1.68 -1.21  -0.25
C 0.73 2.91 -1.32  -1.13
H 1.79 2.97 -1.53  0.52
H 0.70 0.77 -1.33  0.57
C -1.83 0.20 -0.83  0.08
N -1.26 -0.49 0.33  0.48
C -0.90 -1.77 0.17  0.68
O -1.15 -2.40 -0.84  -0.72
C -0.05 -2.40 1.28  -0.87
N 1.30 -2.36 0.81  1.06
N 2.11 -3.39 0.81  -0.89
N 3.23 -2.99 0.32  -0.47
C 3.08 -1.69 0.01  -0.34
N 1.85 -1.27 0.32  -0.11
C 4.09 -0.84 -0.55  0.59
C 4.04 0.51 -0.81  0.26
C 5.30 0.84 -1.35  -0.86
C 6.02 -0.32 -1.39  0.45
O 5.29 -1.34 -0.90  -0.45
C 7.40 -0.61 -1.86  -1.29
H 8.00 -1.02 -1.04  0.31
H 7.87 0.30 -2.22  0.34
H 7.38 -1.34 -2.66  0.31
H 5.63 1.81 -1.67  0.47
H 3.22 1.16 -0.61  0.52
H -0.11 -1.87 2.23  0.24
H -0.31 -3.46 1.40  0.48
C -1.29 0.23 1.59  -1.87
H -1.97 1.07 1.45  0.51
H -1.72 -0.41 2.36  0.66
C 0.10 0.72 2.07  1.35
C 0.13 2.22 2.39  -0.62
H 1.15 2.58 2.35  0.40
C -0.37 2.22 3.84  -0.76
H -1.46 2.15 3.86  0.25
C 0.26 0.95 4.39  -0.65
H 1.25 1.15 4.82  0.32
O 0.44 0.06 3.29  -0.55
H -0.35 0.45 5.14  0.35
H -0.06 3.10 4.39  0.44
H -0.49 2.80 1.71  0.22
H 0.85 0.44 1.32  -0.11
H -1.52 -0.37 -1.71  0.90
C -3.36 0.05 -0.68  -0.05
O -4.05 0.84 -0.05  -0.69
N -3.80 -1.08 -1.23  -0.12
H -3.11 -1.73 -1.58  0.43
C -5.16 -1.61 -1.11  1.41
C -6.15 -0.60 -1.69  -1.71
H -6.10 0.33 -1.13  0.38
H -5.92 -0.40 -2.73  0.38
H -7.16 -0.99 -1.62  0.46
C -5.20 -2.92 -1.90  -1.83
H -6.19 -3.36 -1.84  0.44
H -4.98 -2.73 -2.95  0.42
H -4.48 -3.63 -1.51  0.44
C -5.47 -1.88 0.37  -1.66
H -5.41 -0.95 0.93  0.37
H -4.76 -2.59 0.78  0.33
H -6.47 -2.29 0.47  0.47
H -3.04 2.70 -0.59  0.50
H -1.95 4.89 -0.79  0.35
H 0.06 6.21 -0.85  0.38
H 1.65 5.41 -0.83  0.38
H 0.81 5.66 -2.35  0.32

The calculation puts the orbital gap at 0.3268 hartree. For the largest force on an atom, the calculation gives 1.431 eV Å⁻¹. As for the energy relative to the best compared isomer or geometry (same formula, charge and spin): 142.18 kJ/mol. As for the structure (SMILES): Cc1ccc([C@H](C(=O)NC(C)(C)C)N(C[C@H]2CCCO2)C(=O)Cn2nnc(-c3ccc(C)o3)n2)cc1.



(4)
# H11O5S

A 6-piece molecular cluster, H11O5S overall (ωB97M-V/def2-TZVPD, the Open Molecules 2025 dataset).

Last column: Mulliken charge in e.
Element x y z (Å)
S -1.19 0.11 -0.05  -0.81
H -2.28 -0.03 0.73  -0.06
H 2.34 2.22 -0.02  0.25
H 1.09 1.38 -0.41  0.27
O 2.02 1.57 -0.66  -0.61
H 1.50 -0.28 -2.00  0.29
H 1.17 -1.69 -1.40  0.32
O 1.72 -1.20 -2.04  -0.63
H -2.34 -1.90 -1.95  0.28
H -2.48 -1.03 -3.16  0.31
O -3.00 -1.66 -2.62  -0.62
H 3.73 -1.50 -0.86  0.34
H 3.15 -1.02 0.41  0.33
O 3.91 -1.50 0.07  -0.66
H -2.24 1.66 4.68  0.33
H -1.64 2.88 5.32  0.31
O -2.48 2.46 5.15  -0.65

The calculation puts the orbital gap at 0.2477 hartree. For the largest force on an atom, the calculation gives 1.567 eV Å⁻¹. As for the charge: -1. As for the energy relative to the best compared isomer or geometry (same formula, charge and spin): 134.42 kJ/mol.



(5)
# C22H23AuBr2N3OSi

C22H23AuBr2N3OSi as an isolated structure (ωB97M-V/def2-TZVPD, the Open Molecules 2025 dataset).

Last column: Mulliken charge in e.
Element x y z (Å)
Au 0.25 0.01 -0.03  0.73
C 2.72 -0.17 2.64  -1.24
C 1.35 -0.03 3.23  0.66
C 1.20 -0.04 4.63  -0.90
C -0.03 0.17 5.18  -0.77
C -1.14 0.40 4.34  1.12
C -2.45 0.72 4.82  0.05
Br -2.79 0.79 6.66  -0.13
C -3.49 1.00 3.95  -0.46
C -3.29 0.91 2.59  -0.27
Br -4.68 1.28 1.40  -0.04
C -2.03 0.51 2.02  0.55
O -1.92 0.30 0.80  -0.55
C -0.91 0.33 2.96  0.09
N 0.31 0.13 2.43  -0.34
H 3.47 0.16 3.35  0.51
H 2.80 0.41 1.72  0.21
H 2.92 -1.22 2.40  0.23
H 2.07 -0.19 5.25  0.42
H -0.16 0.17 6.25  0.40
H -4.45 1.28 4.34  0.47
C 5.67 -1.03 -1.55  -0.86
N 4.33 -1.31 -1.05  0.13
C 3.86 -2.53 -0.64  -0.10
C 2.55 -2.35 -0.31  -1.04
N 2.23 -1.03 -0.49  0.19
C 3.32 -0.43 -0.95  -0.53
H 6.37 -1.72 -1.10  0.32
H 5.96 -0.01 -1.28  0.34
H 5.70 -1.13 -2.63  0.32
H 4.48 -3.42 -0.64  0.48
H 1.83 -3.07 0.05  0.45
H 3.39 0.61 -1.21  0.46
C -0.02 -1.41 -3.18  -1.13
Si -0.41 0.25 -2.36  0.27
C 0.61 1.60 -3.19  -1.13
C -2.25 0.60 -2.55  0.53
C -2.70 1.74 -3.21  -0.21
C -4.06 1.98 -3.38  -0.59
C -4.98 1.08 -2.88  -0.47
C -4.55 -0.07 -2.22  -0.75
C -3.20 -0.30 -2.06  -0.31
H -0.25 -1.35 -4.25  0.42
H -0.60 -2.22 -2.76  0.32
H 1.04 -1.65 -3.08  0.28
H 0.35 1.67 -4.25  0.39
H 1.68 1.37 -3.14  0.29
H 0.46 2.59 -2.74  0.35
H -1.98 2.45 -3.61  0.32
H -4.39 2.87 -3.90  0.39
H -6.04 1.27 -3.00  0.41
H -5.28 -0.77 -1.84  0.41
H -2.87 -1.20 -1.54  0.30

The calculation puts the orbital gap (spin up / spin down) at 0.2355 / 0.2165 hartree. For the largest force on an atom, the calculation gives 0.588 eV Å⁻¹. As for the charge: +1. As for the spin multiplicity: 3. As for the expectation value of S²: 2.04.



(6)
# C4H5NO3

One molecule with the formula C4H5NO3 (ωB97M-V/def2-TZVPD, the Open Molecules 2025 dataset).

Last column: Mulliken charge in e.
Element x y z (Å)
C 0.77 1.49 -0.49  -0.23
C -0.60 0.00 0.98  -0.68
C -1.33 -0.39 -0.30  -0.65
C 0.14 -0.05 -0.27  0.55
N 1.08 -1.13 -0.32  0.91
O 0.03 2.40 -0.25  -0.45
O 2.21 -0.93 0.10  -0.57
O 0.69 -2.12 -0.92  -0.56
H 1.69 1.62 -0.86  0.52
H -0.80 0.87 1.50  0.30
H -0.43 -0.74 1.82  0.23
H -1.51 -1.39 -0.28  0.32
H -1.94 0.36 -0.70  0.31

The calculation puts the orbital gap at 0.3890 hartree. For the largest force on an atom, the calculation gives 5.965 eV Å⁻¹. As for the energy relative to the best compared isomer or geometry (same formula, charge and spin): 542.68 kJ/mol. As for the structure (SMILES): O=CC1([N+](=O)[O-])CC1.



(7)
# C32H62AsBaN11O4P2S5

C32H62AsBaN11O4P2S5 as an isolated structure (ωB97M-V/def2-TZVPD, the Open Molecules 2025 dataset).

Last column: Mulliken charge in e.
Element x y z (Å)
Ba 0.82 0.08 0.22  -2.40
S 0.17 0.40 -5.20  -0.57
As 0.81 1.31 -3.37  0.87
S -0.92 1.27 -1.97  -0.61
S 2.38 0.13 -2.40  -0.39
S 1.41 3.36 -3.63  -0.65
C 1.54 0.97 3.61  -0.93
N 2.67 0.77 2.69  1.35
C 3.61 1.87 2.87  -1.41
C 3.29 -0.52 2.97  0.18
C 4.28 -0.99 1.91  -1.41
N 3.67 -1.38 0.64  1.53
C 2.95 -2.64 0.75  -0.89
C 4.69 -1.51 -0.39  -0.96
H 1.88 0.99 4.66  0.29
H 0.83 0.15 3.48  -0.25
H 1.04 1.92 3.40  0.38
H 3.96 1.92 3.92  0.35
H 3.11 2.81 2.63  0.23
H 4.47 1.77 2.22  0.36
H 2.48 -1.24 3.06  -0.76
H 3.82 -0.49 3.94  0.35
H 4.86 -1.83 2.33  0.47
H 5.00 -0.19 1.70  0.31
H 3.62 -3.46 1.07  0.28
H 2.54 -2.90 -0.23  -0.32
H 2.12 -2.55 1.44  0.42
H 5.41 -2.32 -0.15  0.35
H 5.23 -0.58 -0.52  0.09
H 4.21 -1.74 -1.34  0.13
C -2.79 2.75 -4.67  -0.90
C -2.18 3.86 -3.82  0.27
C -2.79 3.94 -2.50  0.30
N -3.29 4.00 -1.47  -0.48
H -2.28 2.71 -5.63  0.29
H -3.86 2.91 -4.84  0.40
H -2.63 1.79 -4.19  0.01
H -2.29 4.84 -4.29  0.42
H -1.11 3.67 -3.70  -0.51
N 2.71 5.01 -1.12  0.14
C 1.73 4.27 -0.55  -0.85
N 2.14 3.12 -0.07  0.69
C 3.47 3.05 -0.50  -0.64
C 4.38 2.00 -0.40  1.25
C 5.65 2.19 -0.93  -0.95
C 6.00 3.39 -1.56  -0.69
C 5.10 4.42 -1.70  -1.27
C 3.83 4.22 -1.16  0.21
H 2.52 5.78 -1.74  0.35
H 0.72 4.63 -0.47  0.45
H 4.07 1.06 0.02  0.54
H 6.37 1.38 -0.89  0.31
H 6.99 3.49 -1.99  0.36
H 5.35 5.33 -2.23  0.37
C -0.06 -5.19 -3.70  -1.04
N 0.37 -3.94 -4.30  0.11
C -0.78 -3.30 -4.94  -0.83
N -1.92 -3.11 -4.04  0.21
C -2.27 -4.39 -3.44  -0.96
N -1.17 -5.07 -2.75  0.13
C -0.76 -4.30 -1.57  -1.27
P -0.17 -2.57 -1.92  2.90
C 0.97 -3.03 -3.31  -1.27
C -1.60 -2.10 -3.02  -0.86
H 0.79 -5.64 -3.18  0.42
H -0.38 -5.86 -4.50  0.31
H -1.11 -3.95 -5.77  0.29
H -0.48 -2.33 -5.33  0.22
H -2.62 -5.06 -4.24  0.28
H -3.09 -4.24 -2.73  0.32
H 0.03 -4.85 -1.05  0.39
H -1.61 -4.25 -0.87  0.23
H 1.88 -3.49 -2.90  0.27
H 1.28 -2.10 -3.80  0.52
H -1.35 -1.16 -3.51  0.27
H -2.48 -1.93 -2.39  0.10
C -4.19 0.91 -0.76  -0.61
O -4.09 0.27 0.52  -0.46
P -2.67 -0.48 0.84  1.26
O -3.06 -0.90 2.37  -0.61
C -2.51 -0.05 3.37  1.03
O -2.88 -1.93 0.12  0.13
C -4.00 -2.75 0.43  -0.96
H -5.00 1.63 -0.69  0.36
H -4.41 0.18 -1.54  0.20
H -3.27 1.44 -1.03  -0.04
H -2.83 -0.44 4.34  0.30
H -2.89 0.97 3.27  -0.74
H -1.42 -0.05 3.31  -0.26
H -4.04 -3.53 -0.34  0.18
H -4.92 -2.17 0.42  0.30
H -3.87 -3.21 1.41  0.25
C -5.56 2.49 4.09  -1.01
C -4.66 3.72 4.20  -0.50
C -3.40 3.58 3.41  0.41
N -2.23 3.49 3.94  -0.87
N -1.23 3.29 3.02  -0.13
C -1.68 3.27 1.79  0.41
N -0.88 3.13 0.71  0.60
S -3.40 3.49 1.67  -0.03
H -6.46 2.61 4.69  0.39
H -5.03 1.59 4.43  0.22
H -5.85 2.31 3.05  0.28
H -4.35 3.87 5.24  0.31
H -5.20 4.61 3.89  0.24
H 0.11 2.97 0.89  0.06
H -1.22 2.81 -0.20  -0.29
C 0.64 -2.92 4.04  -1.82
C -0.26 -2.56 2.85  -0.15
C -0.50 -3.79 1.98  -0.86
O 0.25 -1.51 2.11  1.45
H 0.19 -3.72 4.65  0.45
H 0.80 -2.05 4.68  0.34
H 1.61 -3.28 3.69  0.28
H -1.25 -2.30 3.29  0.22
H 0.45 -4.16 1.57  0.28
H -1.15 -3.52 1.15  -0.31
H -0.97 -4.61 2.54  0.42

The calculation puts the orbital gap at 0.1906 hartree. For the largest force on an atom, the calculation gives 0.593 eV Å⁻¹. As for the charge: -2. As for the energy relative to the best compared isomer or geometry (same formula, charge and spin): 5.40 kJ/mol.



(8)
# C26H27N6O2P2Pd

C26H27N6O2P2Pd as an isolated structure (ωB97M-V/def2-TZVPD, the Open Molecules 2025 dataset).

Last column: Mulliken charge in e.
Element x y z (Å)
Pd -0.05 0.12 0.19  0.10
C 3.74 -3.51 -1.63  -0.88
N 3.26 -2.21 -1.22  0.16
C 3.72 -1.03 -1.67  -0.72
C 2.98 -0.05 -1.06  -0.56
N 2.08 -0.63 -0.24  0.37
C 2.25 -1.95 -0.35  0.28
P 1.32 -3.26 0.55  -0.36
C 0.85 -2.25 2.03  -0.40
N 0.26 -1.05 2.06  0.65
C 0.07 -0.74 3.36  -0.96
C 0.55 -1.77 4.14  -0.42
N 1.03 -2.70 3.29  0.14
C 1.63 -3.95 3.68  -0.76
C -0.23 -2.99 -0.42  0.32
N -0.98 -1.89 -0.37  0.43
C -2.03 -2.08 -1.19  -0.78
C -1.92 -3.33 -1.76  -0.60
N -0.80 -3.89 -1.26  0.14
C -0.31 -5.19 -1.61  -0.85
H 4.83 -3.49 -1.70  0.37
H 3.34 -3.77 -2.61  0.34
H 3.45 -4.27 -0.91  0.36
H 4.52 -0.94 -2.38  0.52
H 3.07 1.02 -1.16  0.46
H -0.40 0.17 3.69  0.60
H 0.57 -1.87 5.21  0.46
H 1.68 -4.01 4.76  0.33
H 2.65 -4.03 3.28  0.34
H 1.04 -4.79 3.30  0.35
H -2.79 -1.34 -1.34  0.55
H -2.57 -3.83 -2.45  0.53
H -1.14 -5.91 -1.62  0.36
H 0.43 -5.52 -0.89  0.35
H 0.14 -5.18 -2.61  0.35
O -0.56 0.93 -4.16  -0.53
C -0.64 0.86 -2.97  0.37
O -0.06 0.18 -2.11  -0.14
C -1.77 1.91 -2.39  -1.04
P -1.70 1.84 -0.57  1.46
C -0.04 2.54 -0.18  0.03
C 0.87 3.09 -1.09  -0.62
C 2.08 3.58 -0.63  -0.80
C 2.42 3.51 0.72  -0.54
C 1.53 2.97 1.63  -0.98
C 0.31 2.45 1.20  0.40
C -2.88 3.17 -0.11  0.91
C -2.54 4.52 -0.30  -0.24
C -3.38 5.50 0.20  -0.81
C -4.56 5.14 0.85  -0.48
C -4.90 3.80 1.03  -0.75
C -4.08 2.81 0.52  -0.37
H -2.73 1.59 -2.79  0.59
H -1.55 2.90 -2.79  0.49
H 0.64 3.17 -2.14  0.37
H 2.77 4.04 -1.33  0.51
H 3.37 3.90 1.05  0.49
H 1.77 2.97 2.69  0.54
H -0.45 2.17 1.92  0.52
H -1.63 4.80 -0.81  0.34
H -3.13 6.54 0.07  0.43
H -5.24 5.91 1.18  0.43
H -5.80 3.54 1.57  0.43
H -4.34 1.77 0.65  0.41

The calculation puts the orbital gap (spin up / spin down) at 0.1653 / 0.1612 hartree. For the largest force on an atom, the calculation gives 6.323 eV Å⁻¹. As for the charge: +3. As for the energy relative to the best compared isomer or geometry (same formula, charge and spin): 483.94 kJ/mol.



(9)
# C6H13N4

An isolated ion of composition C6H13N4 and charge +1 (ωB97M-V/def2-TZVPD, the Open Molecules 2025 dataset).

Last column: Mulliken charge in e.
Element x y z (Å)
C -0.24 0.45 0.44  0.12
C -1.50 0.81 1.03  0.29
C 0.57 1.59 0.53  -0.18
C -2.60 -0.07 1.40  -1.29
C -0.18 -1.02 -1.63  -1.50
C 0.16 -0.91 -0.10  0.42
N -1.43 2.06 1.38  -0.70
N -0.25 2.56 1.13  0.15
N 1.82 1.70 -0.10  -0.55
N 1.66 -1.01 -0.03  -0.18
H -2.41 -0.87 2.02  0.41
H -3.45 0.42 2.00  0.31
H -2.92 -0.52 0.40  0.33
H 0.65 -1.07 -2.29  0.54
H -0.81 -1.91 -1.91  0.30
H -0.80 -0.21 -1.96  0.37
H -0.50 -1.55 0.62  0.33
H -0.16 3.54 1.06  0.23
H 1.91 2.40 -0.85  0.27
H 2.47 2.04 0.61  0.30
H 1.83 -1.70 0.68  0.35
H 1.89 -0.02 0.07  0.34
H 1.99 -1.42 -0.90  0.35

The calculation puts the orbital gap (spin up / spin down) at 0.1962 / 0.2456 hartree. For the largest force on an atom, the calculation gives 7.446 eV Å⁻¹. As for the charge: +1. As for the energy relative to the best compared isomer or geometry (same formula, charge and spin): 238.87 kJ/mol. As for the spin multiplicity: 3. As for the expectation value of S²: 2.01.



(10)
# C3H6O3

A 2-piece molecular cluster, C3H6O3 overall (ωB97M-V/def2-TZVPD, the Open Molecules 2025 dataset).

Last column: Mulliken charge in e.
Element x y z (Å)
O -1.94 1.04 0.07  -0.51
C -1.95 -0.17 0.08  0.05
C 1.29 -0.76 0.12  -0.25
O 1.00 -1.08 -1.18  -0.57
C 1.14 0.48 0.58  -0.13
O 0.76 1.46 -0.31  -0.57
H -0.21 1.60 -0.22  0.42
H -1.22 -0.79 -0.49  0.19
H -2.71 -0.72 0.66  0.28
H 1.64 -1.60 0.71  0.36
H 0.85 -0.22 -1.61  0.39
H 1.35 0.76 1.61  0.34

The calculation puts the orbital gap at 0.3431 hartree. For the largest force on an atom, the calculation gives 0.567 eV Å⁻¹. As for the energy relative to the best compared isomer or geometry (same formula, charge and spin): 229.33 kJ/mol. As for the structure (SMILES): O/C=C\O.C=O.



Question: Number 1 is which compound?
Answer: AgCl2H8O4